Here is C17H48F8N8O21S8 as an isolated structure in a non-equilibrium geometry from the Open Molecules 2025 dataset. Energies are from ωB97M-V/def2-TZVPD.

Summary:
- Frontier orbital gap: 10.1424 eV
- HOMO level: -0.3729 Ha

XYZ file:
```
110
Properties=species:S:1:pos:R:3:forces:R:3
C -2.55252 2.51084 2.61887 1.0227 -0.3984 0.5324
C -3.77744 2.49797 1.77960 -2.5449 -1.2066 -0.0434
C -4.94236 1.86989 2.66245 0.5290 1.2350 -1.7571
O -6.22888 2.22077 2.16342 -0.0477 0.7083 0.7315
C -6.68978 1.89970 0.86119 -1.2634 -2.1848 0.1702
N -4.23283 3.88031 1.42834 -0.4721 0.3622 -0.7004
H -3.81046 4.55239 2.03329 0.5311 0.6618 0.5014
H -3.93989 4.08224 0.44486 0.1520 -0.0167 0.0092
H -5.25610 4.03540 1.50428 0.4041 -0.7036 -0.0451
H -1.70806 3.03294 2.18829 0.1567 0.2292 -0.2369
H -2.19098 1.49843 2.83020 -0.2381 -0.0022 -0.3453
H -2.75902 2.91495 3.61969 -0.0465 0.2502 -0.2729
H -3.77931 1.94183 0.81163 0.6384 0.4163 0.8197
H -4.84120 2.36154 3.64708 -0.4358 -0.6642 -0.2409
H -4.74415 0.80699 2.64539 -0.1964 -0.4128 0.3887
H -6.65968 0.80970 0.65913 0.2764 0.2379 0.3510
H -6.17505 2.33633 0.04171 0.6290 0.9064 -0.5419
H -7.78686 2.11169 0.79322 1.0482 0.3420 0.3341
C -0.07061 -7.55462 1.12323 0.0087 -0.9924 -0.1018
C -1.31803 -6.70957 1.16886 -1.2414 0.6897 0.3199
C -2.09705 -6.75218 2.50391 1.2173 -0.3480 -0.3906
O -1.09191 -6.64585 3.52393 -1.4886 0.8890 0.1749
C -1.73613 -6.21481 4.75749 0.2711 1.0810 -2.4047
N -1.03304 -5.21931 0.92176 0.2642 -0.9382 0.0582
H -0.11855 -5.10383 0.47853 -0.4298 0.4659 -0.2066
H -1.80788 -4.70433 0.47971 -0.0482 -0.3147 -0.9340
H -0.98367 -4.72875 1.79431 0.5743 0.1386 1.0252
H 0.38295 -7.57786 0.12617 -0.4059 -0.1914 -0.0613
H -0.43172 -8.57386 1.41783 0.6414 0.6766 -0.4195
H 0.76264 -7.29112 1.77399 -0.4556 0.2885 0.4261
H -2.03464 -7.00852 0.39118 0.3961 0.1531 0.0215
H -2.69067 -7.67596 2.63376 0.2866 0.2392 -0.2233
H -2.79893 -5.90526 2.47975 0.1207 -0.2514 0.4036
H -2.18515 -7.04066 5.18534 -1.2701 -1.7226 0.9967
H -2.49811 -5.43116 4.51957 0.6981 -0.4308 0.4720
H -0.95916 -5.89674 5.39463 0.7697 0.7194 0.7333
C 1.29458 0.06205 0.36487 0.7237 -0.8401 -0.5645
C 1.88726 -0.77960 1.43834 0.0832 -1.5455 2.8328
O 1.39312 -1.34691 2.39220 1.1905 1.5816 -2.5838
N 3.49185 -0.86900 1.31908 -0.2645 -0.2087 0.6499
H 3.57668 -1.58509 0.58864 0.3851 -0.0823 -0.6586
H 3.81116 0.04114 0.96033 0.1958 -0.4115 -0.0005
C 4.34356 -1.34098 2.52542 -1.5356 1.4035 -0.1757
H 1.71318 1.02604 0.53418 -0.1116 0.9909 0.3831
H 0.21142 0.06133 0.45878 0.0826 -0.0162 -0.2929
H 1.70964 -0.11453 -0.66206 -0.6908 -0.6116 0.7994
H 5.39696 -1.44561 2.32698 0.1799 0.0665 -0.9385
H 3.95958 -2.29435 2.87291 -0.2851 0.2166 0.1432
H 4.24858 -0.50176 3.22268 -0.1262 -0.6014 0.3157
C 4.55661 5.90625 -1.09544 -0.9449 -0.9140 -0.6691
O 3.61531 4.90273 -1.56325 0.6962 0.6752 0.8075
C 3.63496 4.73007 -2.92697 0.3994 -0.5214 -1.6256
C 2.33851 3.98910 -3.22673 -0.4875 -0.1539 -0.2244
N 2.22366 2.66175 -2.49013 0.2542 0.4200 1.2532
H 2.56838 2.84057 -1.50555 -0.3211 -0.1779 -0.7708
H 1.23589 2.30142 -2.45185 0.7609 0.6871 0.0011
C 3.03919 1.51816 -3.06193 -0.0124 1.1951 -0.3150
C 2.15108 0.92664 -4.16089 1.0508 -0.2462 -0.5042
O 0.92382 0.73811 -3.46574 2.2384 -0.1851 0.2352
C -0.12571 0.43546 -4.28192 -0.8401 0.4802 -2.0337
H 4.23436 6.83913 -1.57424 0.5484 0.0964 0.1822
H 5.55868 5.57056 -1.36593 0.1074 0.3568 -0.0060
H 4.44471 5.95348 -0.02076 0.0040 0.0334 0.1345
H 4.48740 4.13044 -3.37534 -0.3409 0.4672 1.0393
H 3.70890 5.70955 -3.48491 -0.5633 -0.7428 0.4106
H 2.19474 3.77864 -4.28439 0.0737 0.0744 -0.0510
H 1.51872 4.61308 -2.88184 -0.2146 -0.1678 0.0077
H 3.18550 0.77373 -2.29065 0.2302 0.1513 0.1605
H 3.99165 2.03238 -3.30263 -0.3765 -1.0824 -0.3200
H 2.57847 -0.01330 -4.66755 -0.6558 1.0968 1.1585
H 2.05879 1.66137 -4.98881 -0.3994 -0.2257 0.3109
H -0.01604 -0.53113 -4.83643 -0.1570 0.5511 0.6422
H -0.19692 1.26559 -5.03286 -0.3675 -0.7026 0.2150
H -0.96982 0.49498 -3.62710 -0.8931 -0.4204 -0.0611
N -2.98890 3.88696 -1.15479 1.6068 0.0458 0.5912
S -1.43289 3.97193 -1.44190 0.5159 -1.5998 -1.0017
O -1.15469 4.11825 -2.83106 0.3568 0.4562 -0.3628
O -0.69358 2.90492 -0.78837 -0.7192 1.7115 0.3843
F -1.01714 5.38103 -0.81754 -0.1907 -0.8922 0.3561
S -4.04517 3.99345 -2.33564 -1.4075 -2.0371 1.9147
O -5.26367 3.73736 -1.59501 0.1232 0.0225 -1.1121
O -3.75756 3.29180 -3.54459 -0.2229 1.1094 0.6218
F -4.08290 5.51469 -2.52871 0.1463 1.1549 -1.2014
N -4.03600 -2.61591 1.35776 -0.9224 -0.9162 0.6299
S -4.47232 -4.09773 1.08165 0.0715 -1.7524 -0.6378
O -4.77274 -4.76350 2.33449 0.4021 0.7491 -1.5315
O -3.66969 -4.86143 0.06800 -1.8247 1.7189 2.2734
F -5.88661 -3.85205 0.38492 0.8216 -0.4581 0.2066
S -3.23282 -1.80635 0.32072 1.2821 -0.6138 -1.4509
O -2.06376 -2.56152 -0.10558 -0.7936 1.3631 0.0409
O -3.12680 -0.45985 0.77191 0.2403 0.0647 -0.2355
F -4.18373 -1.73157 -0.98370 0.7336 -0.0784 0.9279
N 3.51441 -2.89734 -0.72263 -3.2700 -1.8651 2.6526
S 3.59892 -2.16831 -2.05083 3.6493 5.0801 -4.0544
O 3.93412 -2.92764 -3.18012 -0.5688 -2.0340 -1.0783
O 4.47956 -0.98492 -1.95283 -1.5602 -1.6156 1.6373
F 2.24334 -1.38949 -2.55701 -0.1772 -1.3356 1.4029
S 2.27269 -4.04617 -0.51862 4.0793 0.8297 2.7365
O 1.99916 -4.70826 -1.72989 -0.8603 -0.5424 0.1630
O 1.32666 -3.58142 0.46856 0.1955 -0.4965 -1.4906
F 3.19314 -5.07564 0.48980 -1.4159 1.3683 -2.0355
N 3.71173 2.60572 0.15685 -1.6518 -0.5293 3.4225
S 5.25795 2.46792 0.00053 1.5287 1.7373 -0.7590
O 6.14950 3.04836 0.95990 -1.0404 -0.2698 0.0167
O 5.46231 2.72291 -1.36853 0.8024 0.2300 -1.6758
F 5.51538 0.95268 0.10926 0.0913 -1.8035 0.6313
S 3.27436 3.04924 1.69858 -0.6195 0.6836 -0.5955
O 3.47563 4.45015 1.84549 -0.6569 -0.1447 -0.0182
O 3.60507 2.22453 2.81645 0.3610 -0.8008 -0.5611
F 1.67283 2.73622 1.55738 1.2261 0.8627 -0.2389
```
Positions in Å, forces in eV/Å.